A molecular structure, C44H55ClN5O3P2Ti. Source: the OMol25 dataset; level of theory: the ωB97M-V functional and the def2-TZVPD basis.

Cartesian coordinates (Å):
Ti1 0.546 -0.802 -0.121
Cl1 -2.904 -6.565 4.454
P1 -2.873 1.770 0.238
P2 -2.201 -1.088 0.395
O1 1.077 -5.553 0.267
O2 0.433 -2.442 -1.400
O3 0.865 -2.846 0.672
N1 0.655 -0.063 -2.222
N2 0.488 1.500 0.072
N3 -3.359 0.125 0.085
N4 0.764 -0.613 2.059
N5 2.772 -0.705 -0.020
C1 -2.587 -2.712 -1.822
C2 -3.260 -0.845 2.982
C3 0.974 1.830 2.586
C4 -2.194 -6.018 1.909
C5 0.833 2.155 -1.210
C6 -0.396 -6.311 3.479
C7 -4.843 2.149 2.297
C8 0.545 -6.050 2.495
C9 0.195 0.548 2.786
C10 0.295 1.357 -2.373
C11 -4.028 -4.631 -1.897
C12 0.777 -4.758 -0.836
C13 2.017 -6.083 2.787
C14 -2.624 -2.205 4.860
C15 3.133 -0.349 1.383
C16 -5.268 2.725 3.484
C17 -1.775 -2.934 4.036
C18 2.173 -0.944 2.396
C19 -1.266 -5.753 0.908
C20 -2.744 3.293 2.501
C21 -5.145 3.063 -0.915
C22 3.616 0.109 -0.943
C23 -3.156 -3.757 -2.534
C24 0.086 -5.767 1.206
C25 0.676 -3.297 -0.481
C26 -4.762 -0.276 -0.126
C27 1.920 -0.475 -2.894
C28 -1.754 -6.287 3.188
C29 -5.042 4.225 -3.018
C30 -3.084 3.160 -2.133
C31 -3.373 -1.167 4.329
C32 -3.571 2.426 1.790
C33 -5.762 3.807 -1.908
C34 -3.173 3.882 3.683
C35 3.189 0.217 -2.422
C36 -2.876 -2.535 -0.469
C37 -4.329 -4.456 -0.553
C38 -3.753 -3.417 0.161
C39 0.980 2.394 1.158
C40 -4.435 3.594 4.177
C41 -3.696 3.911 -3.125
C42 -3.800 2.704 -1.026
C43 -1.666 -2.620 2.689
C44 -2.399 -1.555 2.153
H1 2.000 -1.553 -2.773
H2 -3.846 -0.032 2.585
H3 -6.256 2.502 3.866
H4 -2.023 2.958 -2.208
H5 -3.122 4.262 -3.973
H6 1.995 1.693 2.945
H7 1.823 -0.280 -3.965
H8 2.492 -6.931 2.292
H9 0.160 0.313 3.854
H10 -5.019 -5.130 -0.061
H11 -1.916 -2.029 -2.328
H12 2.507 -5.183 2.412
H13 -3.989 -3.293 1.211
H14 -0.071 -6.535 4.487
H15 2.261 -2.029 2.411
H16 2.197 -6.168 3.857
H17 1.917 2.236 -1.265
H18 4.155 -0.664 1.609
H19 -6.805 4.074 -1.806
H20 -1.628 -5.551 -0.091
H21 -5.198 -0.727 0.769
H22 3.111 0.737 1.440
H23 -4.051 -0.604 4.957
H24 -5.511 1.473 1.778
H25 1.992 2.705 0.890
H26 3.025 -1.686 -0.142
H27 -2.522 4.562 4.217
H28 -4.773 4.047 5.099
H29 0.537 2.575 3.252
H30 0.437 3.176 -1.239
H31 -4.836 -0.989 -0.945
H32 -1.028 -3.231 2.058
H33 0.202 -1.414 2.350
H34 -0.795 1.404 -2.386
H35 -5.525 4.813 -3.787
H36 -0.131 -5.046 -1.374
H37 0.653 1.769 -3.321
H38 3.984 -0.195 -3.044
H39 3.145 1.274 -2.690
H40 2.429 -0.579 3.393
H41 -0.840 0.667 2.455
H42 -5.343 0.600 -0.397
H43 -1.210 -3.764 4.436
H44 -1.755 3.523 2.118
H45 4.639 -0.268 -0.890
H46 -3.252 -6.018 1.690
H47 -0.070 -0.611 -2.677
H48 1.603 -4.863 -1.543
H49 0.371 3.301 1.125
H50 -0.545 1.561 0.133
H51 -2.711 -2.460 5.908
H52 -5.718 2.793 -0.038
H53 3.646 1.109 -0.511
H54 -2.928 -3.886 -3.584
H55 -4.477 -5.444 -2.451

Lowest unoccupied orbital energy (alpha / beta) (eV): -5.54 / -5.17
Highest occupied orbital energy (alpha / beta) (eV): -12.56 / -12.56
<S²>: 0.753
Orbital gap (alpha / beta) (eV): 7.0 / 7.4
DFT total energy (Eh): -4201.24075
Molar mass (u): 847.22
2S+1: 2
ΔE to the lowest compared entry with this formula, charge and spin (kcal per mole): 0.00
Total charge: +2

Löwdin population analysis, charges in e, atoms 1 to 99:
1 Ti 1.01
2 Cl 0.70
3 P 1.04
4 P 1.00
5 O -0.02
6 O -0.12
7 O -0.04
8 N -0.13
9 N -0.13
10 N -0.50
11 N -0.13
12 N -0.10
13 C -0.10
14 C -0.08
15 C -0.14
16 C -0.10
17 C -0.19
18 C -0.06
19 C -0.12
20 C -0.19
21 C -0.17
22 C -0.16
23 C -0.05
24 C -0.08
25 C -0.01
26 C -0.04
27 C -0.16
28 C -0.05
29 C -0.05
30 C -0.15
31 C -0.01
32 C -0.11
33 C -0.09
34 C -0.15
35 C -0.06
36 C -0.22
37 C -0.53
38 C -0.11
39 C -0.17
40 C -0.68
41 C -0.05
42 C -0.11
43 C -0.04
44 C -0.37
45 C -0.05
46 C -0.06
47 C -0.14
48 C -0.36
49 C -0.06
50 C -0.09
51 C -0.17
52 C -0.06
53 C -0.07
54 C -0.34
55 C -0.11
56 C -0.37
57 H 0.11
58 H 0.06
59 H 0.12
60 H 0.06
61 H 0.11
62 H 0.11
63 H 0.14
64 H 0.10
65 H 0.14
66 H 0.12
67 H 0.09
68 H 0.08
69 H 0.12
70 H 0.12
71 H 0.12
72 H 0.09
73 H 0.10
74 H 0.15
75 H 0.12
76 H 0.11
77 H 0.09
78 H 0.10
79 H 0.12
80 H 0.09
81 H 0.12
82 H 0.14
83 H 0.11
84 H 0.12
85 H 0.12
86 H 0.14
87 H 0.08
88 H 0.09
89 H 0.07
90 H 0.10
91 H 0.12
92 H 0.14
93 H 0.14
94 H 0.13
95 H 0.11
96 H 0.14
97 H 0.09
98 H 0.06
99 H 0.10